# 1
91
Properties=species:S:1:pos:R:3:mulliken_charge:R:1 method="wB97M-V/def2-TZVPD" total_charge=+3 mol_weight_g_mol=781.31 lumo_ev=-10.68
Ru 2.225 0.250 -2.123 -0.773
C 0.169 4.791 -0.446 -1.924
C -0.392 3.409 -0.323 0.381
C -1.672 3.138 0.099 -0.352
C -2.167 1.817 0.154 0.021
N -1.371 0.797 -0.096 -0.370
N -0.123 1.054 -0.453 0.591
B 0.881 -0.123 -0.556 1.446
N 0.105 -1.453 -0.776 0.558
N -0.402 -2.040 0.286 -0.188
C -1.094 -3.154 0.115 -0.447
C -1.318 -3.668 -1.179 -0.300
C -0.778 -3.060 -2.291 0.309
C -0.938 -3.575 -3.686 -1.915
C -0.017 -1.911 -2.019 0.553
S 0.887 -1.011 -3.261 -0.330
C -1.588 -3.823 1.389 2.334
C -2.303 -5.141 1.095 -2.285
C -0.364 -4.092 2.282 -1.399
C -2.548 -2.863 2.105 -1.429
N 1.692 -0.237 0.772 0.501
N 1.045 0.056 1.899 -0.243
C 1.673 -0.141 3.036 0.069
C 2.988 -0.668 3.055 -0.264
C 3.662 -0.948 1.895 0.144
C 5.063 -1.473 1.845 -1.918
C 2.935 -0.681 0.723 0.421
S 3.644 -0.820 -0.901 -0.302
C 0.959 0.224 4.323 2.127
C 1.754 1.352 5.002 -1.775
C 0.917 -1.012 5.234 -1.556
C -0.465 0.694 4.042 -1.646
C 0.367 2.279 -0.652 0.649
S 1.957 2.369 -1.437 -0.364
C -3.605 1.509 0.542 2.050
C -4.036 0.163 -0.043 -1.602
C -3.659 1.452 2.078 -1.316
C -4.546 2.606 0.030 -1.959
H -0.598 5.537 -0.252 0.399
H 0.573 4.961 -1.445 0.422
H 0.982 4.939 0.267 0.372
H -2.332 3.956 0.360 0.348
H -1.903 -4.570 -1.298 0.636
H -1.588 -4.446 -3.701 0.394
H 0.030 -3.862 -4.101 0.416
H -1.369 -2.813 -4.337 0.404
H -1.651 -5.861 0.595 0.494
H -3.202 -4.998 0.492 0.485
H -2.618 -5.593 2.035 0.391
H 0.338 -4.777 1.800 0.390
H -0.693 -4.554 3.213 0.471
H 0.160 -3.165 2.526 0.045
H -3.445 -2.679 1.511 0.366
H -2.064 -1.907 2.315 0.048
H -2.863 -3.306 3.051 0.512
H 3.472 -0.834 4.009 0.484
H 5.450 -1.628 2.849 0.406
H 5.722 -0.771 1.330 0.446
H 5.106 -2.423 1.310 0.417
H 2.771 1.048 5.256 0.360
H 1.258 1.632 5.932 0.485
H 1.806 2.239 4.368 0.378
H 1.912 -1.364 5.511 0.421
H 0.375 -1.835 4.762 0.224
H 0.399 -0.758 6.159 0.489
H -0.482 1.580 3.404 0.288
H -0.948 0.946 4.987 0.558
H -1.052 -0.087 3.556 -0.080
H -3.399 -0.647 0.304 0.001
H -4.014 0.182 -1.135 0.364
H -5.060 -0.048 0.268 0.541
H -2.989 0.682 2.465 0.039
H -4.674 1.214 2.396 0.519
H -3.385 2.410 2.527 0.375
H -4.451 2.752 -1.049 0.415
H -4.389 3.562 0.531 0.385
H -5.575 2.313 0.233 0.460
Cl 1.426 0.180 -7.093 -0.090
C 1.895 1.753 -6.664 0.646
C 1.521 2.818 -7.446 -0.642
C 1.940 4.099 -7.086 -0.153
C 2.720 4.363 -5.938 -0.948
C 3.074 3.326 -5.137 -0.207
C 2.703 1.978 -5.479 1.076
C 3.228 0.938 -4.781 -1.639
H 0.928 2.669 -8.338 0.486
H 1.651 4.930 -7.720 0.436
H 3.031 5.376 -5.727 0.448
H 3.679 3.476 -4.250 0.423
H 3.929 1.084 -3.963 0.489
H 3.126 -0.079 -5.138 0.607

# 2
129
Properties=species:S:1:pos:R:3:mulliken_charge:R:1 method="wB97M-V/def2-TZVPD" total_charge=0 mol_weight_g_mol=1405.68 lumo_ev=-0.54
C 6.029 0.354 -1.159 -0.117
C 6.207 1.668 -1.802 0.302
Cl 6.967 1.685 -3.340 -0.205
C 5.831 2.792 -1.210 0.425
Cl 6.176 4.332 -1.906 -0.131
O 5.205 2.763 0.010 -0.291
C 4.200 3.697 0.191 0.394
O 4.476 4.773 0.643 -0.403
N 2.831 3.276 -0.066 0.040
Br 1.759 4.819 0.138 -0.037
C 2.632 2.791 -1.424 -0.453
I 2.557 4.255 -2.995 0.220
C 2.453 1.497 -1.631 0.349
C 2.369 0.527 -0.506 -1.170
I 2.200 0.674 -3.544 0.103
H 6.886 0.068 -0.564 0.389
H 5.208 0.394 -0.473 -0.556
H 5.815 -0.433 -1.862 0.225
H 3.286 0.009 -0.328 0.166
H 1.663 -0.244 -0.788 0.540
H 1.976 0.983 0.390 0.272
F 4.175 -0.399 2.293 -0.205
C 3.492 -0.081 3.415 0.175
C 2.995 1.199 3.543 -0.203
C 2.287 1.532 4.687 -0.387
C 2.091 0.589 5.686 -0.665
C 2.604 -0.693 5.537 -0.535
C 3.309 -1.037 4.391 -0.594
H 3.164 1.923 2.754 0.522
H 1.885 2.531 4.798 0.467
H 1.541 0.855 6.573 0.602
H 2.455 -1.429 6.315 0.367
H 3.709 -2.033 4.252 0.430
F 5.194 9.755 -6.167 -0.318
C 4.620 9.238 -5.063 0.315
C 3.572 9.915 -4.473 -0.475
C 2.980 9.378 -3.340 -0.320
C 3.446 8.183 -2.809 -0.642
C 4.504 7.521 -3.415 0.155
C 5.096 8.046 -4.554 -0.504
H 3.229 10.848 -4.899 0.409
H 2.154 9.894 -2.870 0.373
H 2.985 7.767 -1.922 0.457
H 4.869 6.592 -2.999 0.123
H 5.916 7.541 -5.047 0.439
F -0.042 1.773 7.320 -0.366
C -1.218 1.773 6.650 0.164
C -2.131 0.772 6.904 -0.438
C -3.334 0.774 6.214 -0.319
C -3.599 1.766 5.280 -0.375
C -2.664 2.762 5.040 -0.637
C -1.462 2.772 5.732 -0.196
H -1.899 0.003 7.629 0.434
H -4.064 -0.001 6.404 0.404
H -4.535 1.762 4.739 0.326
H -2.868 3.533 4.310 0.401
H -0.722 3.544 5.564 0.576
F 4.992 -2.252 -2.125 -0.146
C 5.260 -3.523 -2.505 0.390
C 5.462 -4.480 -1.534 -0.485
C 5.730 -5.783 -1.928 -0.441
C 5.800 -6.102 -3.276 -0.689
C 5.598 -5.121 -4.237 -0.318
C 5.321 -3.818 -3.851 -0.457
H 5.409 -4.206 -0.489 0.437
H 5.884 -6.549 -1.180 0.375
H 6.012 -7.119 -3.579 0.391
H 5.655 -5.369 -5.287 0.454
H 5.152 -3.038 -4.581 0.445
F 3.734 -5.747 -6.947 -0.327
C 2.682 -6.339 -6.345 0.320
C 2.902 -7.416 -5.508 -0.178
C 1.819 -8.019 -4.887 -0.441
C 0.534 -7.548 -5.113 -0.477
C 0.332 -6.467 -5.959 -0.366
C 1.411 -5.853 -6.578 -0.491
H 3.909 -7.775 -5.347 0.444
H 1.980 -8.858 -4.225 0.356
H -0.309 -8.022 -4.630 0.378
H -0.669 -6.100 -6.140 0.370
H 1.274 -5.005 -7.235 0.420
F -5.526 0.394 2.621 -0.419
C -6.611 -0.036 3.295 -0.100
C -6.444 -0.868 4.386 -0.115
C -7.561 -1.305 5.082 -0.490
C -8.829 -0.916 4.677 -0.550
C -8.979 -0.084 3.578 -0.402
C -7.866 0.366 2.884 -0.305
H -5.448 -1.170 4.684 0.764
H -7.440 -1.952 5.940 0.427
H -9.699 -1.262 5.218 0.401
H -9.967 0.218 3.258 0.383
H -7.965 1.022 2.029 0.424
F -7.034 -5.396 2.702 -0.321
C -6.586 -4.626 1.688 0.341
C -6.324 -5.212 0.466 -0.718
C -5.869 -4.417 -0.576 -0.196
C -5.674 -3.057 -0.378 -0.830
C -5.939 -2.487 0.860 -0.112
C -6.404 -3.276 1.902 -0.149
H -6.476 -6.276 0.338 0.441
H -5.665 -4.858 -1.540 0.487
H -5.315 -2.441 -1.192 0.404
H -5.782 -1.429 1.014 0.354
H -6.625 -2.850 2.870 0.298
F -5.864 -5.166 -3.663 -0.323
C -7.037 -5.167 -4.334 0.450
C -7.953 -6.165 -4.078 -0.358
C -9.158 -6.160 -4.765 -0.348
C -9.424 -5.168 -5.698 -0.527
C -8.485 -4.176 -5.943 -0.324
C -7.282 -4.169 -5.254 -0.476
H -7.723 -6.932 -3.350 0.412
H -9.890 -6.932 -4.570 0.351
H -10.363 -5.169 -6.235 0.371
H -8.689 -3.404 -6.672 0.356
H -6.540 -3.400 -5.424 0.409
F 1.041 5.455 4.551 -0.192
C 2.112 6.269 4.417 0.114
C 2.522 7.018 5.501 -0.524
C 3.625 7.847 5.361 -0.323
C 4.292 7.922 4.146 -0.685
C 3.859 7.162 3.068 -0.334
C 2.763 6.324 3.201 0.300
H 1.984 6.949 6.437 0.427
H 3.963 8.436 6.203 0.364
H 5.150 8.573 4.041 0.378
H 4.376 7.218 2.120 0.448
H 2.415 5.717 2.371 0.033